No. 1
DFT (wB97M-V/def2-TZVPD) results for a cluster of 3 separate species, C2H9NO2 in total.

Structure (SMILES): C=CN.O.O
Strongest force on any atom in eV Å⁻¹: 0.6
2S+1: 1
Relative energy (zero: lowest compared OMol25 entry of this formula, charge and spin) in eV: 0.416
Gap between HOMO and LUMO in eV: 9.62

Each line ends with the Löwdin charge.
CARTESIAN COORDINATES (ANGSTROEM)
C  1.11581  0.81412  -0.68118  -0.01
C  0.10612  0.82362  0.18560  -0.32
N  -1.15866  1.37570  0.06454  0.03
H  1.08636  1.30955  -1.64357  0.05
H  1.95888  0.17830  -0.45266  0.03
H  0.24681  0.24788  1.09983  0.09
H  -1.42435  1.67067  -0.86232  0.09
H  -1.56318  1.84130  0.85920  0.09
O  2.49849  -1.56439  1.60632  -0.06
H  1.78625  -1.78310  0.99648  0.02
H  2.16419  -0.78718  2.07832  0.03
O  -2.46633  -0.96747  -1.31447  -0.07
H  -2.34206  -0.51835  -0.46962  0.00
H  -1.61567  -1.33258  -1.54883  0.02

=====

No. 2
DFT (wB97M-V/def2-TZVPD) results for a structure of composition C7H10.

Strongest force on any atom in eV Å⁻¹: 0.4
2S+1: 1
Relative energy (zero: lowest compared OMol25 entry of this formula, charge and spin) in eV: 4.572
Gap between HOMO and LUMO in eV: 9.42

Each line ends with the Löwdin charge.
CARTESIAN COORDINATES (ANGSTROEM)
C  2.06383  -0.13074  -0.00361  -0.05
C  0.56555  0.07118  -0.02613  -0.50
C  -0.38068  -0.67470  0.96123  -0.09
C  -1.45512  -0.28021  -0.07504  -0.24
C  -0.35060  -0.53098  -1.14161  -0.08
C  -1.32802  1.23669  0.00254  -0.16
C  0.05052  1.52975  -0.04705  0.02
H  2.53679  0.38114  -0.84789  0.08
H  2.49671  0.28506  0.91260  0.08
H  2.32947  -1.19275  -0.05429  0.08
H  -0.48517  -0.28434  1.98045  0.11
H  -0.18385  -1.75139  0.99107  0.12
H  -2.44225  -0.74296  -0.11504  0.13
H  -0.42483  0.00679  -2.09241  0.11
H  -0.15480  -1.59249  -1.32182  0.11
H  -2.13609  1.95326  -0.14152  0.12
H  -0.77756  1.70480  1.02421  0.16

=====

No. 3
DFT (wB97M-V/def2-TZVPD) results for a structure of composition C26H16AsF15N2O2ReS4 at a distorted geometry.

Net charge: +1
Strongest force on any atom in eV Å⁻¹: 1.9
2S+1: 1
Relative energy (zero: lowest compared OMol25 entry of this formula, charge and spin) in eV: 0.412
Gap between HOMO and LUMO (alpha / beta) in eV: 5.85 / 5.85

Each line ends with the Löwdin charge.
CARTESIAN COORDINATES (ANGSTROEM)
Re  0.60427  0.06305  0.27991  1.28
C  -5.33997  0.82305  -3.73455  -0.03
C  -4.21811  0.86233  -2.74589  -0.23
C  -4.34697  1.53733  -1.53407  0.00
C  -3.29468  1.59845  -0.65533  0.00
C  -2.05536  0.98168  -0.92901  -0.19
N  -1.00269  1.18218  -0.03812  -0.06
C  -1.02195  2.42698  0.64501  -0.24
C  -1.26094  3.59472  -0.08711  -0.01
C  -1.23011  4.83792  0.50994  0.00
C  -0.99381  4.95866  1.87305  -0.23
C  -0.98329  6.29225  2.55446  -0.02
C  -0.74405  3.79561  2.60421  0.04
C  -0.71874  2.54167  2.01844  -0.07
C  -0.36664  1.29563  2.83758  -0.27
O  0.51236  0.43187  2.18964  -0.31
C  0.36629  1.63994  4.16823  -0.56
F  -0.44411  2.22328  5.05821  0.18
F  1.39303  2.48434  3.92058  0.15
F  0.87896  0.54431  4.71562  0.19
C  -1.69445  0.54394  3.24040  -0.54
F  -2.18287  -0.16327  2.20522  0.13
F  -1.51342  -0.30615  4.24464  0.19
F  -2.63819  1.42306  3.59801  0.18
C  -1.95696  0.20359  -2.09956  -0.06
C  -3.02358  0.18561  -2.98581  0.03
C  -0.74770  -0.65699  -2.44337  -0.29
O  0.31046  -0.67806  -1.55005  -0.40
C  -1.26522  -2.13178  -2.62073  -0.55
F  -0.24884  -3.00635  -2.55871  0.12
F  -2.13137  -2.43891  -1.64941  0.16
F  -1.87646  -2.32910  -3.79086  0.18
C  -0.07881  -0.17505  -3.77104  -0.54
F  -0.86308  -0.18011  -4.84762  0.18
F  0.33585  1.10176  -3.58579  0.13
F  0.99335  -0.92190  -4.04162  0.19
H  -5.86514  1.77692  -3.76432  0.09
H  -6.06670  0.05990  -3.44511  0.10
H  -4.98307  0.58485  -4.73455  0.09
H  -5.28524  2.01579  -1.28228  0.13
H  -3.42459  2.10733  0.28938  0.13
H  -1.44742  3.50977  -1.15021  0.13
H  -1.39024  5.72383  -0.09182  0.13
H  -1.12047  7.10442  1.84410  0.08
H  -0.04007  6.44629  3.08179  0.09
H  -1.77757  6.34677  3.30109  0.10
H  -0.56223  3.90477  3.66277  0.13
H  -2.95545  -0.39338  -3.89424  0.12
S  2.84885  -4.47106  0.86176  0.15
As  1.74833  -2.78380  -0.02236  -0.08
S  2.80618  -0.91063  -0.06982  0.22
S  -0.08841  -2.20156  0.96669  0.29
S  2.26188  -4.54876  -1.20641  0.18
F  3.70997  6.21587  -1.62350  0.17
C  3.15065  5.97434  -0.43476  -0.59
F  4.01112  6.32756  0.52335  0.17
F  2.06018  6.76136  -0.32394  0.15
C  2.73189  4.53028  -0.30512  -0.07
C  2.19025  3.87390  -1.39974  0.05
C  1.69538  2.59910  -1.21887  -0.08
N  1.72685  1.98538  -0.03025  -0.08
C  2.32577  2.58812  1.00043  -0.08
C  2.83414  3.86979  0.90809  0.06
H  2.13832  4.34457  -2.37132  0.14
H  1.25888  2.05174  -2.04473  0.11
H  2.38775  2.03357  1.92604  0.11
H  3.29247  4.33474  1.76884  0.14

=====

No. 4
DFT (wB97M-V/def2-TZVPD) results for a structure of composition C25H47AsO6P2PdS2Si3 at a distorted geometry.

Net charge: -2
Strongest force on any atom in eV Å⁻¹: 3.2
2S+1: 1
Relative energy (zero: lowest compared OMol25 entry of this formula, charge and spin) in eV: 3.175
Gap between HOMO and LUMO in eV: 4.88

Each line ends with the Löwdin charge.
CARTESIAN COORDINATES (ANGSTROEM)
Pd  0.35610  1.16612  -0.47361  0.08
C  1.43288  2.39380  3.58384  -0.29
P  0.55292  2.30247  1.92986  0.90
C  -0.86952  1.26188  2.52382  -0.31
C  -0.42828  3.86556  1.97232  -0.38
C  -0.63085  4.63502  3.10662  -0.11
C  -1.46017  5.75330  3.07826  -0.12
C  -2.10192  6.09251  1.90150  -0.12
C  -1.88752  5.34867  0.75299  -0.11
C  -1.03474  4.24573  0.75937  -0.38
P  -0.62986  3.23872  -0.71642  0.81
C  -1.66154  4.04215  -2.05123  -0.29
C  0.96302  4.08211  -1.12370  -0.28
H  0.77886  2.32097  4.45338  0.02
H  2.01529  3.31239  3.63405  0.03
H  2.13333  1.55995  3.59073  0.02
H  -1.27677  1.62833  3.46920  0.04
H  -0.52411  0.23336  2.63122  -0.01
H  -1.63698  1.28640  1.74693  0.00
H  -0.13913  4.38060  4.03248  0.08
H  -1.61084  6.33835  3.97849  0.09
H  -2.76331  6.95120  1.87844  0.09
H  -2.38778  5.64288  -0.15824  0.08
H  -1.43899  5.10175  -2.18338  0.02
H  -2.72295  3.91020  -1.84280  0.02
H  -1.42022  3.51323  -2.97378  0.03
H  0.87085  5.17137  -1.13229  0.03
H  1.28041  3.70805  -2.09628  0.02
H  1.70299  3.75842  -0.39025  0.01
O  0.98428  -0.73256  -1.93079  -0.55
S  1.79063  0.08895  -2.84131  0.48
O  1.67902  -0.34407  -4.22842  -0.34
O  1.64190  1.51893  -2.71878  -0.33
C  3.44276  -0.44908  -2.36746  -0.21
C  4.22449  -0.99834  -3.37049  -0.06
C  5.42182  -1.62354  -3.07164  -0.09
C  5.82881  -1.71121  -1.74516  -0.09
C  5.03593  -1.17496  -0.74322  -0.07
C  3.82943  -0.55942  -1.04368  -0.22
S  2.94383  0.24819  0.32619  0.43
O  3.87422  0.10454  1.44254  -0.35
O  1.70937  -0.47181  0.61737  -0.57
O  2.81450  1.61417  -0.12495  -0.36
H  3.84809  -0.92527  -4.37996  0.10
H  6.03659  -2.04839  -3.85689  0.09
H  6.75903  -2.20731  -1.49732  0.09
H  5.32710  -1.22001  0.29430  0.10
C  -4.37234  -3.40317  0.66429  -0.23
Si  -3.16761  -1.84536  0.60111  0.40
C  -4.16896  -0.63821  -0.55229  -0.25
C  -3.51328  -1.16544  2.39408  -0.25
As  -0.90636  -1.07075  0.02367  0.90
Si  -0.61161  -2.02122  -2.12467  0.27
C  0.74984  -3.25836  -2.75748  -0.18
C  -2.01612  -3.38866  -2.18565  -0.28
C  -1.26563  -0.77933  -3.44459  -0.19
Si  0.55333  -2.42994  1.26202  0.33
C  2.08815  -3.29445  0.48998  -0.17
C  1.10669  -1.89558  3.03996  -0.20
C  -0.48264  -4.02004  1.72599  -0.26
H  -5.40497  -3.08404  0.78752  0.01
H  -4.12671  -4.04606  1.50322  0.00
H  -4.31752  -4.00292  -0.23607  -0.01
H  -5.09897  -0.25903  -0.13657  0.01
H  -4.39617  -1.10549  -1.50540  0.00
H  -3.51167  0.20831  -0.75313  -0.01
H  -4.50079  -1.42094  2.76902  0.01
H  -3.41336  -0.08629  2.41438  0.00
H  -2.78041  -1.57088  3.08651  0.00
H  0.55941  -4.27655  -2.42871  0.01
H  1.74003  -2.95994  -2.43095  0.00
H  0.76312  -3.25510  -3.84456  0.03
H  -1.94145  -4.01440  -1.29912  -0.01
H  -1.93153  -4.03491  -3.05517  0.01
H  -3.00643  -2.94850  -2.18935  -0.02
H  -1.30263  0.20772  -2.97732  0.01
H  -2.24857  -1.01746  -3.84789  0.01
H  -0.55100  -0.70327  -4.25952  0.00
H  2.75932  -2.54644  0.08212  0.00
H  1.80762  -3.97611  -0.30571  0.01
H  2.64277  -3.86291  1.23488  0.03
H  1.67896  -0.97712  2.97681  0.00
H  1.75211  -2.65225  3.48053  0.02
H  0.26929  -1.74579  3.71852  0.01
H  -0.85678  -4.50391  0.82935  0.00
H  -1.34236  -3.76299  2.33676  -0.01
H  0.11222  -4.74648  2.27162  0.01

=====

No. 5
DFT (wB97M-V/def2-TZVPD) results for the molecule H2S3.

Structure (SMILES): SSS
Strongest force on any atom in eV Å⁻¹: 0.7
2S+1: 1
Relative energy (zero: lowest compared OMol25 entry of this formula, charge and spin) in eV: 0.000
Gap between HOMO and LUMO in eV: 9.76

Each line ends with the Löwdin charge.
CARTESIAN COORDINATES (ANGSTROEM)
S  -0.03344  -0.72940  1.33680  0.21
S  1.00092  -0.01949  -0.28308  -0.06
S  0.89574  2.02411  0.05355  0.22
H  0.98796  -0.92004  2.23113  -0.18
H  -0.20530  2.29071  -0.69252  -0.19

=====

No. 6
DFT (wB97M-V/def2-TZVPD) results for the molecule C6H13N at a distorted geometry.

Structure (SMILES): CC/C(C)=C(/C)N
Strongest force on any atom in eV Å⁻¹: 4.5
2S+1: 1
Relative energy (zero: lowest compared OMol25 entry of this formula, charge and spin) in eV: 3.124
Gap between HOMO and LUMO in eV: 8.89

Each line ends with the Löwdin charge.
CARTESIAN COORDINATES (ANGSTROEM)
C  2.24407  1.16010  -0.77212  -0.14
C  1.24839  0.99199  0.43934  -0.14
C  0.24910  -0.18314  -0.05740  -0.23
C  0.57005  -0.96970  -1.40620  -0.08
C  -0.89996  -0.45229  0.55658  -0.39
C  -2.19351  -0.92585  -0.16437  -0.05
N  -1.20142  0.15240  1.77255  0.03
H  1.79120  1.21238  -1.84958  0.10
H  2.58481  2.13378  -0.76272  0.02
H  3.10917  0.59564  -0.87683  0.04
H  0.66835  1.89871  0.55357  0.08
H  1.86630  0.72258  1.36172  0.12
H  1.75828  -1.32292  -1.46710  0.13
H  0.63449  -0.22831  -2.32599  0.07
H  -0.36410  -1.49616  -1.56185  0.03
H  -3.09635  -0.87288  0.45721  0.07
H  -2.34740  -2.01324  -0.28793  0.08
H  -2.30830  -0.45403  -1.05598  0.04
H  -1.97629  -0.18365  2.31212  0.07
H  -1.21908  1.21467  1.52058  0.13